No. 1
Density functional theory data (wB97M-V/def2-TZVPD) for a 2-piece molecular cluster, C2H4FN overall.

Calculated values
* electronic energy: -6340.14042 eV
* ΔE to the lowest compared entry with this formula, charge and spin: 565.3 kJ/mol

Element x y z (Å)
C 0.489382 0.722410 -0.006940
C 0.293354 -0.710691 -0.146652
N -0.596548 0.311852 -0.658621
F -2.588296 0.011773 0.510593
H 0.460777 1.179435 1.014377
H 1.131858 1.184555 -0.700511
H 0.718656 -1.329435 -0.809190
H 0.090818 -1.369896 0.796942

Atoms 1-6, force components in eV/Å:
2.859 1.395 3.098
-1.740 -0.441 4.162
-4.593 -2.117 -0.841
1.172 0.241 -0.495
-0.143 -0.326 -0.970
1.119 1.136 -0.518

***

No. 2
Density functional theory data (wB97M-V/def2-TZVPD) for a 2-piece molecular cluster, C2H4FN3 overall.

Calculated values
* electronic energy: -9325.96604 eV
* ΔE to the lowest compared entry with this formula, charge and spin: 0.0 kJ/mol

Element x y z (Å)
C -1.282568 0.480145 0.082227
C 0.041359 0.746306 -0.165754
N 0.697393 -0.426411 -0.253855
N -0.132563 -1.389710 -0.092534
N -1.333278 -0.871737 0.111102
F 3.283731 0.266400 0.153693
H -2.127648 1.115450 0.239357
H 2.443102 -0.141591 -0.061901
H 0.555138 1.680049 -0.256174
H -2.144665 -1.458899 0.243837

Atoms 1-6, force components in eV/Å:
0.482 0.008 -0.148
-0.667 0.395 0.234
0.240 0.151 -0.025
-0.066 -1.349 0.051
-0.072 0.675 -0.026
-0.505 -0.241 -0.172

***

No. 3
Density functional theory data (wB97M-V/def2-TZVPD) for C2H4FNO as an isolated structure.

Calculated values
* electronic energy: -8387.39132 eV
* ΔE to the lowest compared entry with this formula, charge and spin: 661.5 kJ/mol

Element x y z (Å)
C -0.151411 0.071750 0.759895
C -0.196929 0.088293 -0.741069
N -1.102553 0.845661 0.043738
O -2.341577 0.796476 -0.040662
F -2.952422 -0.701423 0.003749
H -0.467670 -0.858640 1.393792
H 0.545548 0.807231 1.245456
H 0.432851 0.637216 -1.360772
H -0.657608 -0.673793 -1.472128

Atoms 1-6, force components in eV/Å:
0.483 -0.919 2.497
-1.315 -1.707 -2.139
0.235 -0.071 -0.723
-2.178 0.344 0.511
0.529 0.036 -0.097
0.463 1.947 -1.503

***

No. 4
Density functional theory data (wB97M-V/def2-TZVPD) for one molecule with the formula C2H4FNO2.

Calculated values
* electronic energy: -10436.01191 eV
* spin multiplicity: 3
* ΔE to the lowest compared entry with this formula, charge and spin: 0.0 kJ/mol

Element x y z (Å)
C 0.763535 -0.521153 0.166387
C -0.731265 -0.542977 -0.256447
N 1.306204 0.871900 0.256199
O 1.382891 -1.522762 0.318382
O -1.546342 0.409564 0.431398
F -0.753073 -0.080316 -1.591586
H -1.176285 -1.516988 -0.511070
H 0.673174 1.419441 0.826410
H 2.220893 0.609581 0.468863
H -2.139732 0.873710 -0.108536

Atoms 1-6, force components in eV/Å:
-7.138 7.029 -1.078
0.112 1.064 -1.273
-2.037 -2.660 -1.591
4.389 -5.789 1.057
2.654 -2.197 2.005
0.057 0.790 -0.949

***

No. 5
Density functional theory data (wB97M-V/def2-TZVPD) for a 2-piece molecular cluster, C2H4FNOS overall.

Calculated values
* electronic energy: -19223.32891 eV
* ΔE to the lowest compared entry with this formula, charge and spin: 512.2 kJ/mol

Element x y z (Å)
C -0.107024 0.328869 -0.458163
C -1.257074 0.477981 0.633477
H 2.765411 0.020193 -1.174395
H 0.401550 -1.326371 0.734904
H -2.196932 0.197302 0.353365
H -1.045196 1.472657 0.931894
N 0.487755 -0.849635 -0.242453
O 1.839125 -1.169321 -0.746158
F -0.885340 -0.430981 1.792246
S -0.002276 1.279305 -1.824719

Atoms 1-6, force components in eV/Å:
-1.976 -1.592 -0.416
5.226 -1.076 1.095
-3.685 -3.189 1.575
0.193 1.495 -2.295
-2.358 -0.490 -0.843
-0.773 0.936 0.857

***

No. 6
Density functional theory data (wB97M-V/def2-TZVPD) for one molecule with the formula C2H4FNS.

Calculated values
* electronic energy: -17179.86826 eV
* ΔE to the lowest compared entry with this formula, charge and spin: 181.2 kJ/mol

Element x y z (Å)
C -0.185507 0.717486 0.041052
C -1.005568 -0.501663 0.191881
H 3.174217 0.214271 -0.433256
H -0.792119 1.566339 0.139466
H -0.752392 -1.386423 -0.161511
H -1.349750 -0.765429 1.201314
N 1.012313 0.905629 -0.229857
F -2.136693 -0.259583 -0.541538
S 2.035503 -0.490628 -0.207553

Atoms 1-6, force components in eV/Å:
-0.534 -0.832 0.261
-1.863 1.960 2.080
-0.462 -0.294 0.037
-0.843 1.454 -0.085
2.684 -3.917 -1.850
0.305 0.764 0.299

***

No. 7
Density functional theory data (wB97M-V/def2-TZVPD) for one molecule with the formula C2H4FNS.

Calculated values
* electronic energy: -17181.18556 eV
* ΔE to the lowest compared entry with this formula, charge and spin: 54.1 kJ/mol

Element x y z (Å)
C -0.200850 0.322459 0.103631
C 0.781506 -0.841509 0.095722
H -0.188162 2.323258 -0.021400
H 1.425987 1.372809 -0.135267
H 0.751712 -1.556980 0.998789
H 0.546782 -1.516964 -0.705710
N 0.412757 1.481157 0.043812
F 2.111815 -0.380510 -0.100453
S -1.744743 -0.278209 -0.045946

Atoms 1-6, force components in eV/Å:
0.025 -2.817 -0.593
0.708 -1.152 1.224
1.211 -0.689 -0.107
-0.876 0.949 0.297
0.055 1.714 -0.869
-0.025 0.086 -0.701

***

No. 8
Density functional theory data (wB97M-V/def2-TZVPD) for a 2-piece molecular cluster, C2H4FPS overall.

Calculated values
* electronic energy: -24976.07810 eV
* ΔE to the lowest compared entry with this formula, charge and spin: 278.1 kJ/mol

Element x y z (Å)
C 1.376213 0.009016 -0.233711
C -1.114295 0.030288 0.672780
F 0.896445 -1.257988 -0.340074
P 0.128308 1.225306 0.014115
S 2.968152 0.291239 -0.218483
H -0.705578 -0.957819 0.613742
H -1.976037 -0.030429 0.065687
H -1.335057 0.191120 1.717687
H -0.238154 0.499270 -2.291745

Atoms 1-6, force components in eV/Å:
1.083 -0.807 0.100
0.677 -0.114 0.354
1.062 -0.066 -0.406
-1.129 -0.138 -1.359
-0.357 -0.097 -0.112
0.077 -0.330 0.150

***

No. 9
Density functional theory data (wB97M-V/def2-TZVPD) for C2H4I2S as an isolated structure.

Calculated values
* electronic energy: -29174.00735 eV
* ΔE to the lowest compared entry with this formula, charge and spin: 58.9 kJ/mol

Element x y z (Å)
C 0.699533 -1.143688 1.894730
C -0.688382 1.042387 -1.421505
S 1.923307 -0.108770 1.819894
I -1.880929 -0.718365 -1.218282
I 1.108685 0.795831 -2.565110
H 0.857083 -2.216535 1.870634
H -0.333595 -0.819975 1.935300
H -0.391075 1.356845 -0.423588
H -1.294627 1.812272 -1.892074

Atoms 1-6, force components in eV/Å:
0.280 0.172 -0.168
0.157 0.046 0.062
-0.231 -0.116 -0.002
0.198 0.247 -0.055
-0.400 0.016 0.223
0.015 -0.090 0.051

***

No. 10
Density functional theory data (wB97M-V/def2-TZVPD) for a 2-piece molecular cluster, C2H4IN overall.

Calculated values
* electronic energy: -11726.84561 eV
* ΔE to the lowest compared entry with this formula, charge and spin: 208.8 kJ/mol

Element x y z (Å)
C -0.211520 -0.592256 0.255769
C 0.761209 0.362856 -0.169811
N -0.874751 -1.102949 -0.692899
I -0.513025 2.871624 0.617589
H -0.161015 -0.760983 1.346859
H 0.806555 0.698490 -1.291597
H 1.541148 0.426613 0.489144
H -1.348600 -1.903396 -0.555053

Atoms 1-6, force components in eV/Å:
-0.163 0.219 -0.214
-2.315 3.215 -2.827
2.132 2.590 -0.972
0.977 -1.873 -0.470
-0.552 -0.668 -0.450
0.078 -0.936 2.529

***

No. 11
Density functional theory data (wB97M-V/def2-TZVPD) for C2H4IN as an isolated structure.

Calculated values
* electronic energy: -11724.17216 eV
* ΔE to the lowest compared entry with this formula, charge and spin: 466.8 kJ/mol

Element x y z (Å)
C -1.866318 0.130784 0.700191
C 1.561954 -0.185565 -1.017856
N -2.036227 -0.437818 -0.303293
I 1.528915 0.455599 0.910205
H -2.546899 0.418440 1.525970
H -0.555158 0.077311 1.031834
H 2.147757 -1.112573 -1.143482
H 1.765977 0.653821 -1.703568

Atoms 1-6, force components in eV/Å:
2.711 0.922 4.736
1.108 0.220 -0.292
-0.944 -1.756 -4.047
0.633 0.014 0.058
0.296 0.218 -0.468
-2.748 0.558 -0.191

***

No. 12
Density functional theory data (wB97M-V/def2-TZVPD) for a 2-piece molecular cluster, C2H4IN overall.

Calculated values
* electronic energy: -11723.02420 eV
* ΔE to the lowest compared entry with this formula, charge and spin: 577.5 kJ/mol

Element x y z (Å)
C 1.518434 -0.127473 -0.469900
C -1.194774 -0.214409 -0.295848
N -0.875790 0.093674 0.956746
I 3.101827 -0.639474 0.903307
H -1.496091 0.792417 1.548555
H 1.493322 0.898331 -1.257417
H -2.115543 0.081439 -0.835246
H -0.431382 -0.884503 -0.550197

Atoms 1-6, force components in eV/Å:
0.622 1.118 -1.413
-0.772 1.521 5.001
-1.941 1.385 -1.258
-0.946 1.065 -1.198
1.000 -1.681 -2.083
0.968 -2.220 2.660

***

Q: Which formula does entry 8 have?
A: C2H4FPS

***

Q: Among the records above, which one has the highest ΔE to the lowest compared entry with this formula, charge and spin?
A: C2H4FNO

***

Q: Which value of electronic energy does entry 1 give?
A: -6340.14042 eV